No. 1
A molecular structure, C38H38F40N2O8S at a distorted geometry. Source: the OMol25 dataset; level of theory: the ωB97M-V functional and the def2-TZVPD basis.

Cartesian coordinates (Å):
1 O 5.203 -5.429 -3.077
2 S 4.211 -4.397 -3.006
3 O 4.585 -3.003 -3.052
4 O 3.105 -4.726 -4.146
5 C 2.105 -3.731 -4.434
6 C 1.351 -4.275 -5.660
7 C 3.216 -4.559 -1.520
8 H 2.599 -2.795 -4.692
9 H 1.415 -3.630 -3.596
10 H 2.043 -4.527 -6.458
11 H 0.657 -3.511 -6.014
12 H 0.778 -5.142 -5.335
13 H 2.304 -3.984 -1.653
14 H 3.835 -4.322 -0.661
15 H 2.917 -5.606 -1.457
16 N 2.502 -0.009 2.834
17 C 1.801 0.348 3.919
18 C 2.014 -0.215 5.165
19 C 3.059 -1.123 5.338
20 C 3.698 -1.557 4.202
21 C 3.358 -1.023 2.958
22 H 1.017 1.065 3.722
23 H 1.417 0.037 6.032
24 H 3.374 -1.507 6.298
25 H 4.552 -2.217 4.295
26 H 3.938 -1.259 2.075
27 N -3.488 3.376 2.060
28 C -3.550 2.143 1.569
29 C -4.741 1.563 1.199
30 C -5.915 2.292 1.344
31 C -5.834 3.578 1.854
32 C -4.593 4.112 2.164
33 H -2.630 1.569 1.556
34 H -4.792 0.555 0.819
35 H -6.848 1.796 1.113
36 H -6.713 4.185 2.033
37 H -4.559 5.123 2.549
38 C 0.586 4.803 2.705
39 C 1.032 4.133 1.399
40 C -0.098 3.465 0.627
41 F -1.037 4.399 0.306
42 F 0.335 2.759 -0.431
43 F 1.649 5.066 0.646
44 F 1.911 3.149 1.716
45 O 0.174 3.787 3.587
46 C -0.521 4.214 4.709
47 C -1.177 2.985 5.331
48 F -0.215 2.054 5.525
49 F -1.888 3.191 6.444
50 F 0.312 4.858 5.541
51 F -1.498 5.076 4.354
52 H -0.191 5.524 2.444
53 H 1.434 5.407 3.031
54 H -0.661 2.792 1.282
55 H -1.857 2.606 4.560
56 C 0.426 -1.021 -1.154
57 C -0.191 -0.881 0.249
58 C -0.395 0.589 0.599
59 F -1.309 1.133 -0.266
60 F -0.733 0.874 1.873
61 F -1.408 -1.516 0.134
62 F 0.558 -1.565 1.125
63 O 1.833 -0.812 -1.181
64 C 2.326 0.227 -1.944
65 C 3.858 0.131 -1.856
66 F 4.474 1.086 -2.596
67 F 4.318 0.217 -0.590
68 F 1.929 0.068 -3.229
69 F 1.847 1.412 -1.506
70 H -0.095 -0.456 -1.929
71 H 0.340 -2.060 -1.482
72 H 0.515 1.152 0.367
73 H 4.121 -0.826 -2.314
74 C -4.863 1.499 -2.639
75 C -6.301 1.167 -2.403
76 C -7.005 0.548 -3.601
77 F -8.292 0.239 -3.326
78 F -7.004 1.401 -4.654
79 F -6.340 0.259 -1.382
80 F -6.895 2.255 -1.832
81 O -4.133 0.360 -3.116
82 C -3.051 -0.030 -2.342
83 C -2.404 -1.189 -3.127
84 F -2.141 -0.884 -4.435
85 F -1.214 -1.571 -2.611
86 F -2.160 0.945 -2.131
87 F -3.503 -0.496 -1.175
88 H -4.402 1.892 -1.732
89 H -4.791 2.331 -3.343
90 H -6.517 -0.387 -3.884
91 H -3.099 -2.033 -3.154
92 C 6.338 3.670 -0.499
93 C 4.875 3.819 -0.925
94 C 4.595 2.927 -2.167
95 F 3.278 2.966 -2.507
96 F 5.341 3.333 -3.220
97 F 4.106 3.476 0.131
98 F 4.678 5.123 -1.251
99 O 6.687 2.280 -0.408
100 C 7.773 2.074 0.411
101 C 8.053 0.560 0.394
102 F 8.191 0.129 -0.880
103 F 9.189 0.310 1.069
104 F 8.812 2.823 -0.002
105 F 7.523 2.420 1.687
106 H 6.580 4.253 0.387
107 H 6.937 4.089 -1.313
108 H 4.843 1.886 -1.934
109 H 7.194 0.038 0.818
110 C -4.516 -4.848 1.454
111 C -5.357 -3.606 1.383
112 C -4.592 -2.390 1.905
113 F -5.369 -1.282 2.056
114 F -4.021 -2.653 3.120
115 F -5.728 -3.346 0.105
116 F -6.470 -3.806 2.123
117 O -3.415 -4.669 0.573
118 C -3.103 -5.786 -0.192
119 C -1.809 -5.431 -0.931
120 F -1.227 -6.523 -1.491
121 F -2.115 -4.546 -1.904
122 F -2.929 -6.827 0.665
123 F -4.110 -6.135 -1.012
124 H -5.160 -5.714 1.286
125 H -4.215 -4.996 2.492
126 H -3.755 -2.093 1.264
127 H -1.081 -5.048 -0.210

For the HOMO-LUMO gap, the calculation gives 9.7 eV. Its lowest unoccupied orbital energy is 0.0 eV. The charge is 0. The calculation puts the energy relative to the best compared isomer or geometry (same formula, charge and spin) at 0.0 kcal/mol. As for the highest occupied orbital energy: -9.66 eV. As for the energy: -6574.8687 hartree.



No. 2
A molecular structure, C38H36BaF6N3O7PS3. Source: the OMol25 dataset; level of theory: the ωB97M-V functional and the def2-TZVPD basis.

Cartesian coordinates (Å):
1 Ba 0.737 0.908 -0.144
2 C -1.422 -4.769 2.776
3 C -0.357 -3.959 3.469
4 C 0.057 -4.354 4.740
5 C 1.067 -3.689 5.420
6 C 1.698 -2.610 4.822
7 C 1.288 -2.194 3.564
8 C 0.257 -2.842 2.881
9 P -0.142 -2.084 1.252
10 C -1.978 -2.175 1.159
11 C -2.589 -2.817 0.083
12 C -3.966 -2.800 -0.075
13 C -4.756 -2.137 0.853
14 C -4.156 -1.492 1.925
15 C -2.774 -1.492 2.092
16 C -2.175 -0.789 3.279
17 C 0.513 -3.235 0.034
18 C 1.156 -4.420 0.388
19 C 1.898 -5.158 -0.517
20 C 2.023 -4.656 -1.825
21 C 1.404 -3.497 -2.208
22 C 0.583 -2.728 -1.316
23 C -0.063 -1.564 -1.727
24 H -1.502 -5.753 3.240
25 H -1.192 -4.899 1.719
26 H -2.398 -4.283 2.832
27 H -0.418 -5.216 5.198
28 H 1.367 -4.025 6.406
29 H 2.506 -2.093 5.324
30 H 1.790 -1.362 3.078
31 H -1.965 -3.330 -0.640
32 H -4.417 -3.293 -0.928
33 H -5.833 -2.111 0.738
34 H -4.769 -0.960 2.645
35 H -2.891 -0.088 3.711
36 H -1.285 -0.223 3.001
37 H -1.876 -1.503 4.051
38 H 1.108 -4.757 1.419
39 H 2.402 -6.066 -0.213
40 H 2.625 -5.197 -2.550
41 H 1.510 -3.138 -3.228
42 H -0.963 -1.216 -1.229
43 H 0.008 -1.261 -2.767
44 N -3.523 1.240 -0.580
45 N -3.417 1.657 -1.917
46 C -2.122 1.929 -2.428
47 O -2.080 2.553 -3.501
48 O -1.158 1.466 -1.755
49 H -4.260 0.558 -0.480
50 H -3.648 2.015 0.063
51 H -4.079 2.352 -2.230
52 F 0.402 3.259 3.631
53 C -0.310 4.181 2.980
54 F -1.345 4.529 3.754
55 F 0.458 5.246 2.793
56 S -0.905 3.447 1.368
57 O -1.097 2.053 1.694
58 O 0.160 3.715 0.433
59 N -2.304 4.084 1.085
60 S -2.537 5.606 0.705
61 O -1.418 6.461 0.985
62 O -3.847 6.001 1.129
63 C -2.656 5.554 -1.134
64 F -3.704 4.823 -1.512
65 F -2.840 6.806 -1.586
66 F -1.556 5.064 -1.675
67 C 3.858 -0.367 -3.427
68 C 2.660 0.544 -3.456
69 O 2.293 1.084 -2.433
70 C 1.902 0.748 -4.724
71 C 2.403 0.328 -5.955
72 C 1.671 0.546 -7.111
73 C 0.431 1.173 -7.036
74 C -0.078 1.580 -5.811
75 C 0.657 1.370 -4.654
76 H 4.224 -0.420 -2.403
77 H 4.642 -0.007 -4.096
78 H 3.562 -1.365 -3.759
79 H 3.365 -0.167 -6.013
80 H 2.063 0.225 -8.069
81 H -0.141 1.336 -7.942
82 H -1.043 2.060 -5.712
83 H 0.242 1.679 -3.701
84 S 3.563 -0.434 0.838
85 C 3.616 1.225 1.385
86 C 3.666 2.304 0.482
87 C 3.636 3.625 0.916
88 C 3.570 3.925 2.267
89 C 3.526 2.876 3.180
90 C 3.541 1.560 2.753
91 H 3.733 2.083 -0.578
92 H 3.646 4.424 0.183
93 H 3.523 4.953 2.603
94 H 3.455 3.088 4.242
95 H 3.492 0.752 3.474

For the HOMO-LUMO gap, the calculation gives 5.2 eV. Its lowest unoccupied orbital energy is 4.0 eV. The charge is -2. The calculation puts the energy relative to the best compared isomer or geometry (same formula, charge and spin) at 14.8 kcal/mol. As for the highest occupied orbital energy: -1.13 eV. As for the energy: -4321.4150 hartree.



No. 3
2 unconnected molecules or ions with the total composition C4H10O at a distorted geometry. Source: the OMol25 dataset; level of theory: the ωB97M-V functional and the def2-TZVPD basis.

Cartesian coordinates (Å):
1 C -1.964 1.510 2.211
2 O -3.156 1.566 2.318
3 H -1.365 2.438 2.285
4 H -1.461 0.546 2.029
5 C 1.869 -0.993 -0.452
6 C 0.666 -0.835 -1.375
7 C -0.349 0.144 -0.762
8 H 1.604 -1.694 0.341
9 H 2.098 -0.020 -0.013
10 H 2.748 -1.402 -0.950
11 H 0.232 -1.789 -1.685
12 H 0.957 -0.375 -2.325
13 H -1.378 -0.086 -1.043
14 H -0.567 -0.152 0.277
15 H 0.063 1.141 -0.857

For the HOMO-LUMO gap, the calculation gives 11.1 eV. Its lowest unoccupied orbital energy is 0.9 eV. The charge is 0. The calculation puts the energy relative to the best compared isomer or geometry (same formula, charge and spin) at 34.6 kcal/mol. As for the highest occupied orbital energy: -10.18 eV. As for the energy: -233.5898 hartree. As for the SMILES: C=O.CCC.



No. 4
A molecular structure, C45H27Cl2F20GeHgNOSSeTe. Source: the OMol25 dataset; level of theory: the ωB97M-V functional and the def2-TZVPD basis.

Cartesian coordinates (Å):
1 Hg -0.332 -1.612 -0.469
2 Cl 4.099 -2.211 -1.550
3 C 3.818 -3.823 -0.882
4 Cl 2.104 -4.194 -0.717
5 H 4.271 -3.859 0.103
6 H 4.266 -4.550 -1.551
7 C 2.508 0.012 2.070
8 C 1.451 -0.644 1.192
9 O 0.590 -1.365 1.824
10 N 1.452 -0.451 -0.094
11 Te 3.221 1.165 -1.208
12 C 4.666 2.758 -1.741
13 C 5.965 2.716 -1.216
14 C 6.483 1.588 -0.354
15 C 6.864 3.756 -1.466
16 C 6.519 4.853 -2.231
17 C 7.497 5.965 -2.500
18 C 5.241 4.880 -2.777
19 C 4.328 3.856 -2.558
20 C 2.992 3.952 -3.240
21 C 1.897 2.628 -0.421
22 C 2.279 3.440 0.648
23 C 3.662 3.428 1.241
24 C 1.354 4.338 1.185
25 C 0.068 4.452 0.688
26 C -0.930 5.403 1.291
27 C -0.283 3.651 -0.392
28 C 0.605 2.743 -0.956
29 C 0.139 1.926 -2.123
30 H 2.244 1.060 2.227
31 H 3.490 -0.016 1.597
32 H 2.539 -0.487 3.038
33 H 5.775 0.769 -0.261
34 H 6.705 1.949 0.655
35 H 7.413 1.192 -0.770
36 H 7.861 3.699 -1.037
37 H 8.395 5.852 -1.891
38 H 7.059 6.941 -2.279
39 H 7.806 5.979 -3.549
40 H 4.948 5.722 -3.398
41 H 3.011 4.724 -4.012
42 H 2.195 4.191 -2.536
43 H 2.731 3.000 -3.703
44 H 4.114 2.438 1.182
45 H 3.626 3.736 2.287
46 H 4.320 4.115 0.703
47 H 1.656 4.955 2.026
48 H -0.441 6.114 1.959
49 H -1.684 4.865 1.867
50 H -1.455 5.966 0.517
51 H -1.281 3.729 -0.813
52 H -0.803 2.311 -2.514
53 H -0.018 0.888 -1.829
54 H 0.881 1.912 -2.920
55 F -1.206 -6.992 -0.158
56 C -2.484 -7.169 0.186
57 C -3.303 -6.090 0.489
58 C -4.587 -6.416 0.891
59 F -5.466 -5.460 1.226
60 C -5.054 -7.717 0.970
61 F -6.309 -7.979 1.365
62 C -4.213 -8.760 0.636
63 F -4.645 -10.025 0.704
64 C -2.916 -8.486 0.245
65 F -2.094 -9.498 -0.060
66 Ge -2.666 -4.195 0.252
67 S -1.211 -3.966 -1.281
68 C -4.321 -3.186 -0.160
69 C -5.162 -3.643 -1.154
70 F -4.952 -4.848 -1.718
71 C -6.246 -2.920 -1.618
72 F -7.046 -3.411 -2.577
73 C -6.511 -1.678 -1.075
74 F -7.561 -0.968 -1.502
75 C -5.686 -1.176 -0.086
76 F -5.931 0.034 0.432
77 C -4.603 -1.927 0.337
78 F -3.811 -1.357 1.250
79 C -2.116 -3.759 2.111
80 C -3.002 -3.375 3.105
81 F -4.329 -3.382 2.880
82 C -2.596 -3.007 4.371
83 F -3.491 -2.648 5.307
84 C -1.249 -3.038 4.688
85 F -0.848 -2.703 5.919
86 C -0.333 -3.458 3.747
87 F 0.953 -3.552 4.076
88 C -0.780 -3.819 2.484
89 F 0.138 -4.287 1.646
90 F -4.512 4.349 0.667
91 C -4.029 3.233 0.094
92 C -4.384 2.898 -1.199
93 F -5.215 3.701 -1.887
94 C -3.886 1.742 -1.771
95 F -4.284 1.479 -3.027
96 C -3.025 0.869 -1.109
97 Se -2.440 -0.739 -1.959
98 C -2.674 1.257 0.184
99 F -1.828 0.536 0.923
100 C -3.166 2.404 0.784
101 F -2.802 2.725 2.033

For the HOMO-LUMO gap, the calculation gives 5.9 eV. Its lowest unoccupied orbital energy is 3.7 eV. The charge is -2. The calculation puts the energy relative to the best compared isomer or geometry (same formula, charge and spin) at 0.0 kcal/mol. As for the highest occupied orbital energy: -2.17 eV. As for the energy: -10076.7205 hartree.



Q: The highest lowest unoccupied orbital energy belongs to which entry?
A: C38H36BaF6N3O7PS3